No. 1
ORCA calculation (wB97M-V/def2-TZVPD) on C22H29N4O2PPdSe2 as an isolated structure.

Atoms and positions in Å:
Pd: 0.4109 0.2830 -0.0192
O: 2.6707 2.2154 3.0694
C: 1.6725 1.3699 3.6451
C: 2.2047 -0.0270 4.0017
C: 3.6571 0.0994 4.4850
O: 3.8987 1.2044 5.3564
C: 1.3492 -0.6407 5.1267
Se: -0.6059 -0.8323 4.8151
C: 2.2142 -0.9607 2.7916
Se: 2.6920 -0.1529 1.0432
H: 2.9099 1.7661 2.2341
H: 0.8408 1.2599 2.9511
H: 1.3103 1.8703 4.5456
H: 4.3114 0.1676 3.6068
H: 3.9283 -0.8022 5.0418
H: 3.6911 1.9719 4.8017
H: 1.4860 -0.0367 6.0268
H: 1.7376 -1.6401 5.3417
H: 1.2235 -1.3928 2.6792
H: 2.9109 -1.7831 2.9886
N: -1.0618 -1.5378 -2.2706
P: 0.3593 -0.5424 -2.5744
C: -0.0658 -0.4199 -4.4155
C: 0.9472 -0.7439 -5.3145
C: 0.7610 -0.6401 -6.6883
C: -0.4560 -0.2062 -7.1910
C: -1.4795 0.1251 -6.3105
C: -1.2826 0.0207 -4.9414
C: -0.1711 1.0678 -1.9372
C: -1.5097 1.5515 -1.9110
C: -1.8046 2.8145 -1.4724
C: -0.7693 3.6624 -1.0077
C: 0.5257 3.2227 -0.9855
C: 0.8667 1.9124 -1.4268
C: -1.4276 -2.1160 -1.0812
C: -2.4709 -3.0595 -1.0431
C: -2.8297 -3.6018 0.1719
C: -2.1572 -3.2101 1.3242
C: -1.1450 -2.2748 1.1951
N: -0.7864 -1.7374 0.0254
H: -1.5739 -1.8592 -3.0747
H: 1.8999 -1.0802 -4.9186
H: 1.5670 -0.8974 -7.3662
H: -0.6072 -0.1201 -8.2609
H: -2.4312 0.4765 -6.6935
H: -2.0822 0.3063 -4.2688
H: -2.3158 0.8824 -2.1930
H: -2.8365 3.1429 -1.4278
H: -1.0104 4.6532 -0.6384
H: 1.3106 3.8622 -0.5985
H: 1.9064 1.6739 -1.6179
H: -2.9797 -3.3407 -1.9579
H: -3.6363 -4.3252 0.2223
H: -2.4100 -3.5905 2.3038
H: -0.6268 -1.9130 2.0790
N: -2.8431 0.5342 1.7558
N: -1.4624 0.9325 1.7451
H: -3.0723 0.2183 2.6961
H: -2.9112 -0.2853 1.1617
H: -1.0118 0.5595 2.5854
H: -1.4294 1.9432 1.7892

LUMO in eV: 4.21
DFT total energy in hartree: -6497.3449
Total charge: -2
Orbital gap in eV: 4.84


No. 2
ORCA calculation (wB97M-V/def2-TZVPD) on C9H12INOReS5Sb as an isolated structure in a non-equilibrium geometry.

Atoms and positions in Å:
Re: 7.8893 8.8974 6.8803
S: 15.9309 5.4418 9.8864
Sb: 17.4434 2.9701 11.3220
S: 6.5648 9.2832 5.4416
S: 9.0631 7.4133 6.0916
S: 16.0563 4.9667 11.6578
I: 6.7167 9.9777 9.4349
C: 6.2231 7.9859 9.2772
C: 5.4184 7.1230 10.0203
C: 5.4468 5.7521 9.8035
C: 6.0273 5.2506 8.6477
C: 6.6784 6.1488 7.8476
N: 6.8572 7.4976 8.1290
H: 4.8333 7.5273 10.8013
H: 5.0434 5.2075 10.5793
H: 5.9556 4.2086 8.4589
H: 7.1061 5.8931 6.8916
O: 9.0604 10.3352 6.7543
S: 10.3002 10.4544 5.6353
C: 10.6338 12.2774 5.8747
C: 11.2768 12.4630 7.1812
C: 12.1563 11.2319 7.3957
C: 11.7080 9.9920 6.6066
H: 9.6735 12.7704 5.6193
H: 11.3220 12.4383 5.1267
H: 10.6420 12.5521 8.0514
H: 11.9026 13.3963 7.2233
H: 12.2980 10.8784 8.3818
H: 13.2225 11.4626 6.9813
H: 11.4103 9.1621 7.2339
H: 12.3855 9.6167 5.8183

LUMO (spin up / spin down) in eV: -14.74 / -14.74
DFT total energy in hartree: -3085.6328
Total charge: +4
Orbital gap (spin up / spin down) in eV: 2.73 / 2.73


No. 3
ORCA calculation (wB97M-V/def2-TZVPD) on a 2-piece molecular cluster, CH2N2O3S overall in a non-equilibrium geometry.

Atoms and positions in Å:
C: -0.0041 -0.0514 -0.1291
N: 0.5365 -0.6043 -1.0845
N: -0.5970 0.6780 0.6329
O: -2.8679 -1.2519 0.8381
O: -2.5837 -0.2179 -1.3800
O: -4.1443 0.7416 0.3330
S: -3.0846 -0.1675 -0.0583
H: 0.2062 -1.5432 -1.4997
H: -0.5403 0.6743 1.7151

LUMO in eV: -1.00
DFT total energy in hartree: -772.6600
Orbital gap in eV: 10.05
SMILES: O=S(=O)=O.N=C=N


No. 4
ORCA calculation (wB97M-V/def2-TZVPD) on C27H13Cl2F5IKN6O2Se as an isolated structure.

Atoms and positions in Å:
K: 0.0262 -0.1391 -0.6519
Cl: 4.9117 -5.5234 -2.4530
C: 4.3252 -3.9851 -1.8547
C: 3.0167 -3.8945 -1.4202
C: 2.4648 -2.6995 -0.9385
N: 1.1100 -2.5836 -0.6084
C: 0.4237 -3.6619 -0.2486
O: 0.8100 -4.8297 -0.0382
C: -1.0814 -3.4451 -0.0455
C: -1.8449 -4.5426 0.3533
C: -3.1975 -4.3779 0.5768
C: -3.7622 -3.1195 0.4079
C: -2.9369 -2.0828 0.0094
N: -1.6314 -2.2396 -0.2244
C: 3.3105 -1.5449 -0.8797
C: 4.6347 -1.6797 -1.3136
C: 5.1380 -2.8720 -1.8014
Cl: 6.8091 -2.9268 -2.3246
N: 2.7526 -0.3154 -0.4790
C: 3.5426 0.7266 -0.2052
O: 4.7795 0.8017 -0.0878
C: 2.8074 2.0577 0.0035
C: 3.5724 3.2079 0.1866
C: 2.9309 4.4209 0.3539
C: 1.5453 4.4572 0.3471
C: 0.8595 3.2653 0.1704
N: 1.4765 2.0957 -0.0035
H: 2.3949 -4.7739 -1.4467
H: -1.3365 -5.4867 0.4839
H: -3.8075 -5.2180 0.8902
H: -4.8134 -2.9349 0.5879
H: -3.3235 -1.0751 -0.1077
H: 5.2883 -0.8253 -1.2602
H: 4.6476 3.1067 0.1917
H: 3.5060 5.3300 0.4905
H: 0.9978 5.3818 0.4763
H: -0.2264 3.2332 0.1719
I: 1.0595 -0.6708 6.2063
C: 0.9039 -0.4539 4.1627
C: 1.8974 -0.6591 3.2291
N: 1.3446 -0.3963 2.0379
N: 0.0581 -0.0373 2.1326
C: -0.2289 -0.0712 3.4239
H: 2.9255 -0.9634 3.3232
H: 1.8157 -0.4243 1.1072
H: -1.2182 0.1826 3.7681
F: -6.6987 4.9710 -2.9286
C: -5.8240 4.2635 -2.1865
C: -6.2676 3.3156 -1.2875
F: -7.5913 3.0987 -1.1610
C: -5.3600 2.5998 -0.5271
F: -5.8791 1.6955 0.3186
C: -3.9784 2.7793 -0.6144
Se: -2.7370 1.8215 0.4413
C: -3.5776 3.7463 -1.5416
F: -2.2760 4.0199 -1.7197
C: -4.4651 4.4746 -2.3102
F: -4.0234 5.4003 -3.1828

LUMO in eV: 3.43
DFT total energy in hartree: -6234.6694
Total charge: -2
Orbital gap in eV: 5.51


No. 5
ORCA calculation (wB97M-V/def2-TZVPD) on one molecule with the formula C2H3NOS in a non-equilibrium geometry.

Atoms and positions in Å:
C: 0.6739 -0.3364 0.9515
C: -0.3921 0.2218 0.2723
N: 1.6011 -0.5378 1.5761
O: -1.1839 -1.0210 -0.3811
S: 0.1259 1.5749 -0.8441
H: -1.0545 0.7744 0.9336
H: -0.5071 -1.4579 -0.8020
H: 0.7366 0.7820 -1.7062

LUMO in eV: 0.38
DFT total energy in hartree: -606.1279
Orbital gap in eV: 10.74
SMILES: N#C[C@H](O)S


No. 6
ORCA calculation (wB97M-V/def2-TZVPD) on C24H28ClNOPTb as an isolated structure in a non-equilibrium geometry.

Atoms and positions in Å:
Tb: 0.0233 0.6098 -0.3199
Cl: 1.7871 0.1176 1.3371
P: -1.8932 -1.0454 -1.2020
C: -1.8758 -0.7625 -2.9812
C: -3.0807 -0.4824 -3.6291
C: -3.1079 -0.3614 -5.0102
C: -1.8974 -0.4290 -5.7127
C: -0.6699 -0.6021 -5.0603
C: -0.6600 -0.7610 -3.6800
C: -1.3304 -2.7389 -0.8592
C: -0.9707 -3.1235 0.4591
C: -0.5400 -4.4234 0.7256
C: -0.4283 -5.3235 -0.3394
C: -0.7475 -4.9749 -1.6529
C: -1.1852 -3.6710 -1.9037
C: -3.4730 -0.8376 -0.4054
C: -3.7048 0.1125 0.5972
C: -4.9466 0.1512 1.2166
C: -5.9106 -0.7911 0.8363
C: -5.6916 -1.7306 -0.1780
C: -4.4498 -1.7508 -0.7936
H: -1.0730 -2.4024 1.2801
H: -0.3521 -4.7393 1.7617
H: -0.1166 -6.3305 -0.1541
H: -0.7083 -5.6887 -2.4886
H: -1.4552 -3.3356 -2.9075
H: -3.9796 -0.4448 -3.0244
H: -4.0680 -0.2777 -5.5108
H: -1.9363 -0.3752 -6.7970
H: 0.2531 -0.6736 -5.6412
H: 0.2918 -0.9634 -3.1783
H: -2.9259 0.8227 0.8887
H: -5.1709 0.9017 1.9811
H: -6.8867 -0.7730 1.3008
H: -6.4536 -2.4314 -0.5109
H: -4.1978 -2.4612 -1.5784
H: -5.0282 2.5492 -4.2146
H: -5.4231 2.5983 -3.5607
O: -0.9339 2.3092 0.4615
C: -0.0935 3.2697 0.3130
C: -0.4316 4.5988 0.7817
C: 0.3907 4.8594 2.0398
C: 1.8679 5.0719 1.7192
C: 2.6643 3.9299 1.0658
C: 2.3780 3.6860 -0.3943
N: 1.0333 2.9265 -0.4407
H: -0.2479 5.3151 -0.0389
H: -1.5105 4.5172 0.9963
H: 0.0148 5.7478 2.5653
H: 0.2313 4.0164 2.7216
H: 1.9347 5.9770 1.0946
H: 2.3552 5.2824 2.6807
H: 3.7355 4.1528 1.2441
H: 2.4822 2.9969 1.6153
H: 2.3247 4.5846 -1.0323
H: 3.1791 3.0791 -0.8308
H: 0.7224 2.8566 -1.4239

Spin multiplicity: 7
LUMO (spin up / spin down) in eV: -7.31 / -7.21
DFT total energy in hartree: -2686.8169
<S²>: 12.716
Total charge: +2
Orbital gap (spin up / spin down) in eV: 6.95 / 7.03


No. 7
ORCA calculation (wB97M-V/def2-TZVPD) on a 2-piece molecular cluster, C5H3O3S overall in a non-equilibrium geometry.

Atoms and positions in Å:
C: 1.0810 -1.3145 0.2889
C: 0.1768 -0.7279 1.2595
C: 0.5853 -1.2425 -0.9189
C: -0.9188 -0.1357 0.8119
C: -0.5756 2.4103 -0.9074
O: -1.6964 2.6044 -0.9271
O: 0.5700 2.3801 -0.8905
O: -1.7832 0.5415 1.3982
S: -1.0389 -0.5592 -1.0936
H: 2.0361 -1.9626 0.5193
H: 0.4708 -0.4415 2.3597
H: 1.0930 -1.5522 -1.9001

LUMO in eV: 3.53
DFT total energy in hartree: -816.2831
Total charge: -1
Orbital gap in eV: 6.26


> Look up the DFT total energy of the fourth one.

-6234.6694 hartree


> Among the records above, which one has the lowest DFT total energy?

C22H29N4O2PPdSe2


> Which formula does entry 7 have?

C5H3O3S